Here is a molecular structure, C25H33O7Tl at a distorted geometry from the OMol25 dataset. Energies are from ωB97M-V/def2-TZVPD.

Atoms and positions in Å:
1 C 0.285162 -0.624301 -3.714299
2 C -0.033631 -1.061058 -2.254541
3 C -0.053503 0.869509 -3.827331
4 C -0.946903 1.254008 -2.585921
5 H -0.571924 1.026295 -4.788869
6 H 0.887023 1.446190 -3.848616
7 C -1.127731 -0.127934 -1.730294
8 H 0.891058 -0.981236 -1.668290
9 H -0.350954 -2.116934 -2.262836
10 C -1.703100 -0.516758 -0.289966
11 H -1.998368 -0.495346 -2.312892
12 H -1.938497 1.497198 -3.013259
13 C -0.397998 2.501744 -2.017963
14 C 1.706542 -0.970358 -4.139453
15 C -0.447612 -1.401232 -4.824553
16 O -1.025125 -0.876269 -5.770175
17 O 2.610793 -1.275108 -3.372109
18 O 1.868231 -0.920222 -5.476694
19 O -0.374522 -2.738254 -4.717883
20 C -0.892785 -3.393697 -5.886731
21 H -0.728866 -4.455552 -5.713193
22 H -0.349588 -3.050655 -6.774476
23 H -1.956879 -3.168230 -6.008171
24 C 3.185822 -1.256327 -5.910581
25 H 3.934386 -0.624788 -5.418509
26 H 3.181217 -1.088887 -6.986112
27 H 3.400956 -2.308118 -5.686548
28 O -1.437322 -0.191287 1.066442
29 H -1.448292 -1.597755 -0.243608
30 H -2.799981 -0.324538 -0.373240
31 C -1.375676 3.366850 -1.361461
32 C 0.976266 2.428982 -1.534371
33 H 1.699365 3.004907 -2.137841
34 H 1.337135 1.386202 -1.480215
35 H 1.049688 2.835652 -0.514563
36 H -1.044413 3.592398 -0.344992
37 H -2.343909 2.858488 -1.275385
38 H -1.530569 4.325913 -1.877070
39 Tl -0.014079 0.847830 2.148002
40 C -1.807568 -0.464163 5.176217
41 C -2.434877 -0.324755 3.906590
42 C -2.293016 -1.560679 3.214418
43 H -2.931880 0.572326 3.536236
44 C -1.567468 -2.457394 4.044571
45 C -1.286089 -1.782624 5.262535
46 H -0.757939 -2.195943 6.122319
47 H -1.729635 0.302044 5.945648
48 H -2.653991 -1.782543 2.214263
49 H -1.286394 -3.480546 3.787842
50 C 2.283929 0.311203 4.304843
51 C 1.804517 -0.631106 5.252194
52 C 1.827773 -1.916620 4.645839
53 H 1.458505 -0.403274 6.256751
54 C 2.285620 -1.772445 3.306028
55 C 2.572329 -0.390972 3.091601
56 H 2.928391 0.059571 2.165972
57 H 2.389723 1.380024 4.462878
58 H 1.539356 -2.848899 5.124976
59 H 2.406678 -2.576453 2.580976
60 C -0.440300 3.935786 5.390064
61 C -0.384492 2.893252 4.302645
62 O -0.079222 1.716469 4.692326
63 O -0.632680 3.186463 3.081712
64 H 0.547716 4.045787 5.851115
65 H -1.110680 3.604037 6.190220
66 H -0.769728 4.904105 5.017804

Forces on the atoms, in the same order (eV/Å):
C -0.1 -1.0 -0.5
C 0.8 -0.1 -0.2
C 0.1 -0.2 0.0
C 0.0 -0.3 -1.0
H 0.3 0.1 0.5
H -0.4 -0.1 0.1
C -0.6 0.0 -1.4
H -0.2 -0.1 -0.1
H 0.1 0.4 0.3
C -0.6 -0.4 2.0
H 0.1 0.0 0.3
H 0.2 -0.2 0.4
C -0.7 -1.2 0.4
C 1.5 -0.1 2.1
C -1.8 1.0 -0.8
O 0.6 -0.7 1.2
O -1.2 0.5 -1.4
O 0.3 0.1 0.2
O 0.1 0.1 -0.2
C 0.1 -0.1 0.2
H -0.1 0.0 0.0
H -0.1 -0.1 0.2
H 0.2 -0.1 0.0
C 0.1 -0.1 -0.1
H -0.2 -0.2 -0.1
H 0.1 0.0 0.0
H 0.0 0.2 0.0
O -1.8 -0.5 -3.5
H -0.7 0.0 -1.0
H 0.4 -0.4 -0.5
C -0.5 0.7 0.6
C 1.4 0.2 0.7
H 0.0 -0.1 0.0
H 0.0 0.4 -0.1
H 0.0 -0.1 -0.2
H -0.1 0.2 0.1
H 0.1 0.2 -0.1
H -0.1 0.0 0.0
Tl 2.9 1.6 0.9
C -1.7 1.4 -1.9
C 0.5 0.7 2.3
C 0.5 -1.2 0.5
H 0.3 -0.3 0.1
C -0.2 0.2 0.6
C 0.3 -1.8 -1.1
H -0.1 0.1 -0.4
H 0.1 -0.2 -0.4
H 0.1 0.2 0.4
H 0.0 0.5 0.1
C 0.4 -0.9 -0.4
C 0.4 -0.1 -0.5
C 0.2 0.3 -0.5
H 0.0 0.0 -0.1
C 0.1 0.3 0.6
C 0.1 -0.2 1.0
H -0.1 -0.1 0.2
H -0.2 -0.2 -0.1
H 0.0 0.1 -0.1
H -0.1 0.2 0.1
C 0.0 0.6 0.4
C 0.2 -2.3 -1.1
O -0.8 2.1 -0.1
O -0.2 0.8 1.6
H -0.1 -0.1 -0.1
H 0.0 0.0 -0.2
H 0.0 0.1 -0.1

Output
Largest force on an atom ... 0.0775 hartree/bohr
E_LUMO (spin up / spin down) ... 3.66 / 3.66 eV
HOMO-LUMO gap (spin up / spin down) ... 3.072 / 3.183 eV
Charge ... -2
Calculated total energy ... -1671.34294 Ha

These are the Mulliken partial charges, in e, on atoms 1 to 5: atom 1 (C): 3.244, atom 2 (C): -1.761, atom 3 (C): -1.476, atom 4 (C): 0.413, atom 5 (H): 0.342